{"formula": "C33H64BBr2F4IN2NbO8", "method": "wB97M-V/def2-TZVPD", "e_homo_ha": -0.175, "orbital_gap_ev": 6.28, "de_lowest_kj_mol": 384.9, "e_lumo_ev": 1.52, "charge": -1, "symbols": ["I", "Nb", "Br", "Br", "F", "F", "F", "F", "O", "O", "O", "O", "O", "O", "O", "O", "N", "N", "C", "C", "C", "C", "C", "C", "C", "C", "C", "C", "C", "C", "C", "C", "C", "C", "C", "C", "C", "C", "C", "C", "C", "C", "C", "C", "C", "C", "C", "C", "C", "C", "C", "B", "H", "H", "H", "H", "H", "H", "H", "H", "H", "H", "H", "H", "H", "H", "H", "H", "H", "H", "H", "H", "H", "H", "H", "H", "H", "H", "H", "H", "H", "H", "H", "H", "H", "H", "H", "H", "H", "H", "H", "H", "H", "H", "H", "H", "H", "H", "H", "H", "H", "H", "H", "H", "H", "H", "H", "H", "H", "H", "H", "H", "H", "H", "H", "H"], "xyz": [[3.078295, 1.435719, -5.718158], [1.348671, 0.707048, -3.599015], [7.177404, 1.560766, -1.386408], [3.880051, 4.633714, -0.848706], [2.871731, -3.007408, -1.082905], [4.810557, 1.854328, -0.003552], [4.474100, 3.487172, -3.307006], [6.286089, 4.081666, -2.045635], [-3.717818, 0.028206, -8.431298], [3.297008, -4.094828, -3.035078], [5.566697, -4.142865, 1.742777], [-2.839337, -1.034427, 10.314379], [0.739662, 3.520111, -1.965471], [2.487919, -1.762976, -5.077261], [-1.551210, 0.242694, 4.991370], [-2.098131, 4.196579, -0.779895], [1.445933, -2.701764, -3.196077], [0.895480, 3.979612, -4.436101], [0.149104, 0.148772, 0.556647], [-0.324072, 0.736329, -5.173922], [6.676265, -4.361705, -0.339214], [-4.310020, -2.496897, 11.459271], [-2.800155, 0.278900, -9.504552], [-1.609950, -0.982675, 5.733592], [-2.109628, -2.215378, 10.675104], [-4.483117, 1.918173, -9.635298], [-2.796826, -0.871831, 6.670130], [-2.766412, 0.971546, 5.208517], [0.121635, 0.359178, -6.666014], [-4.851358, 0.891361, -8.582444], [0.171858, -1.019359, 1.698676], [4.995459, 3.443263, -1.979276], [-3.310042, 4.931496, -0.563054], [1.805755, -1.524408, -4.021212], [0.059118, -0.658049, -0.859037], [-3.732726, 0.020921, 5.887108], [5.330487, -4.157332, 0.326417], [-4.283496, 3.984230, 0.110652], [5.192985, 1.951332, -1.402900], [-0.316112, 0.249331, -2.117034], [-3.532827, 1.138102, -10.515986], [4.448675, 0.811901, -2.307874], [-2.167369, 2.967507, -0.039290], [6.901529, -4.599878, 1.992084], [7.414561, -5.186809, 0.691442], [-3.355316, 3.082789, 0.893983], [1.400015, -0.808264, 2.716437], [2.529773, -3.288894, -2.437254], [-4.133471, -1.087676, 10.929780], [2.913041, 0.875142, -1.977532], [-2.887455, -2.889547, 11.787837], [0.940209, 2.974852, -3.317521], [-2.726780, -3.968355, 11.827192], [1.811680, 4.109423, -4.885271], [-5.020500, 4.500069, 0.729013], [-0.834398, -0.026180, -7.203573], [-2.303498, 2.152422, -0.757177], [7.113498, -6.236793, 0.610800], [-1.223888, -0.204202, -2.656130], [-4.899043, -0.814279, 10.200014], [-5.350990, 2.313488, -10.166735], [4.850634, -3.226135, 0.024069], [4.650141, -4.987439, 0.108735], [-4.147996, -0.353695, 11.742944], [2.391288, -0.785070, 2.133538], [0.988417, -1.313969, -0.979952], [0.891837, -0.470881, -6.761885], [-3.227439, -1.840960, 6.929266], [-5.699362, 0.277402, -8.906536], [-3.053922, 3.577807, 1.823308], [-2.599492, -2.465127, 12.755369], [6.894136, -5.328230, 2.807090], [-1.086716, -0.073859, -4.839991], [-0.689731, 1.262018, -1.693277], [-2.496380, -0.372252, 7.596825], [-0.852098, 0.682698, 0.706956], [-3.954564, 2.757033, -9.170544], [0.284273, -2.068483, 1.240561], [-3.792619, 2.115716, 1.148945], [-5.098108, 1.346005, -7.620279], [-1.742640, -1.801737, 5.018320], [4.838497, 0.950447, -3.354833], [8.501271, -5.135393, 0.600000], [-4.701465, -3.146720, 10.669458], [4.876198, -0.194306, -1.923001], [2.699531, 1.857224, -1.395220], [1.053801, 0.841402, 0.615761], [2.702707, 0.032775, -1.204477], [-1.228545, 2.807930, 0.495134], [-4.266641, -0.569614, 5.134806], [-0.825802, -1.392691, -0.699053], [-4.988812, -2.549354, 12.312381], [-3.145760, 1.346377, 4.254917], [-2.863314, 1.766575, -11.105998], [-0.668196, -1.134752, 6.266148], [-4.101287, 0.503170, -11.204155], [-2.048412, -2.855512, 9.788425], [-4.818873, 3.399265, -0.644666], [-3.073714, 5.783424, 0.083887], [6.599379, -4.843490, -1.315275], [-2.533455, 1.826886, 5.852311], [-3.684973, 5.311293, -1.516128], [-2.461450, -0.669832, -9.927445], [7.499563, -3.735709, 2.301616], [1.280046, 0.226158, 3.201202], [0.396131, 1.325797, -7.232889], [7.178247, -3.397405, -0.471643], [-1.096158, -1.942154, 10.977915], [0.653437, 4.909182, -4.026012], [-4.471407, 0.533987, 6.505833], [-1.934420, 0.804570, -9.089272], [1.478692, -1.598869, 3.537867], [-0.222066, 3.571902, -1.742057], [-0.862843, 1.742790, -5.122464], [-0.816160, -1.050225, 2.292680], [0.547295, -2.651334, -2.711568]], "forces_ev_per_a": [[0.0, 0.2, 0.5], [-0.3, -0.5, -0.7], [-1.1, 0.0, 0.0], [0.6, -1.0, -0.8], [-1.7, 0.2, -2.3], [0.6, 0.5, -3.0], [1.3, -0.5, 3.1], [-2.8, -1.0, -0.2], [-0.2, 0.2, -0.3], [-2.7, 3.5, 3.2], [0.4, -0.2, -0.1], [-0.1, -0.3, 0.2], [-1.3, -0.6, -1.4], [-2.3, 0.5, 4.4], [-0.3, -0.1, 0.2], [-0.3, -0.1, 0.2], [1.2, -1.0, 2.7], [0.5, 0.5, 2.1], [-0.8, -2.1, -0.2], [-0.6, -0.2, -0.2], [0.1, 0.3, -0.3], [-0.4, -0.2, -0.2], [0.3, 0.0, 0.3], [0.2, -0.1, -0.3], [0.2, 0.1, -0.3], [0.0, 0.5, 0.1], [0.2, 0.0, 0.5], [0.3, 0.2, 0.0], [-1.8, 0.5, -0.7], [-0.1, -0.3, 0.2], [0.7, 0.0, 0.7], [1.1, 1.4, -1.0], [0.3, 0.3, -0.1], [2.0, -1.4, -4.3], [-0.9, 0.1, 0.8], [-0.4, -0.1, -0.2], [-0.3, 0.0, 0.0], [-0.4, -0.1, -0.2], [-0.2, -1.4, 0.2], [-0.7, 0.4, 0.5], [0.0, -0.2, -0.4], [1.2, 0.1, 2.1], [0.2, -0.2, -0.2], [-0.1, 0.3, 0.2], [0.2, -0.4, 0.0], [0.1, 0.0, 0.5], [-0.1, 0.6, -0.3], [2.8, -3.7, -3.8], [0.1, 0.4, 0.0], [0.4, 0.7, 1.3], [0.3, -0.1, 0.4], [-0.1, 2.0, 0.2], [0.0, 0.1, 0.0], [-0.7, -0.5, -0.2], [0.1, 0.0, -0.1], [1.4, 0.5, 0.7], [0.0, -0.1, 0.1], [0.1, 0.0, 0.0], [1.3, 0.6, 0.7], [0.1, 0.0, 0.0], [0.0, 0.0, 0.1], [0.0, -0.1, 0.2], [0.0, 0.1, -0.1], [-0.1, 0.0, 0.0], [-1.5, -0.1, 0.8], [-1.2, 1.1, 0.2], [-0.8, 1.3, 0.3], [0.0, 0.0, 0.0], [-0.1, 0.1, 0.0], [0.0, -0.1, 0.0], [0.0, -0.1, -0.1], [-0.1, 0.1, 0.0], [1.1, 1.3, -0.4], [0.6, -1.6, -0.8], [0.0, -0.1, 0.0], [1.7, -0.4, -0.4], [-0.1, -0.1, 0.0], [-0.1, 1.6, 0.4], [0.1, 0.0, 0.0], [0.1, -0.1, 0.0], [0.0, -0.1, 0.1], [-0.8, 0.0, 0.9], [-0.1, 0.0, 0.0], [0.0, 0.1, 0.1], [-0.6, 1.7, -0.7], [0.2, -1.5, -0.9], [-1.3, -0.9, -0.1], [0.2, 1.3, -1.2], [0.0, 0.1, -0.2], [0.0, 0.1, 0.0], [1.4, 1.0, -0.2], [0.0, 0.0, -0.1], [0.1, 0.0, 0.0], [0.0, -0.1, 0.1], [0.0, 0.1, -0.1], [0.1, 0.0, 0.0], [0.1, -0.1, 0.0], [0.0, 0.1, 0.0], [-0.1, 0.0, 0.0], [-0.1, 0.1, 0.1], [-0.1, 0.0, 0.0], [0.1, 0.0, 0.0], [0.0, 0.0, 0.1], [0.1, -0.1, 0.0], [0.2, -1.5, -0.5], [0.0, -1.7, 0.9], [-0.1, -0.1, 0.0], [-0.1, 0.1, -0.1], [0.2, -0.8, -0.4], [0.1, 0.0, 0.0], [0.0, 0.0, -0.1], [-0.2, 1.0, -1.2], [1.0, 0.2, -0.1], [0.5, -1.4, -0.4], [1.5, 0.2, -0.9], [0.7, 0.7, 0.2]], "lowdin_charge": [0.38, 1.49, 0.71, 0.79, 0.01, -0.12, -0.06, -0.14, -0.14, 0.07, -0.14, -0.15, -0.09, -0.13, -0.15, -0.15, 0.05, 0.05, -0.18, -0.44, -0.17, -0.18, -0.21, -0.21, -0.20, -0.18, -0.18, -0.20, -0.31, -0.21, -0.26, -0.73, -0.20, -0.43, -0.31, -0.18, -0.20, -0.18, -0.67, -0.32, -0.18, -0.29, -0.22, -0.22, -0.19, -0.17, -0.14, -0.37, -0.21, -0.35, -0.18, -0.68, 0.11, 0.00, 0.11, 0.05, 0.11, 0.11, 0.05, 0.12, 0.11, 0.10, 0.12, 0.12, 0.08, 0.06, 0.02, 0.11, 0.11, 0.12, 0.12, 0.11, 0.04, 0.03, 0.11, 0.09, 0.12, 0.10, 0.11, 0.12, 0.12, 0.04, 0.11, 0.12, 0.11, 0.04, 0.11, 0.06, 0.11, 0.12, 0.11, 0.11, 0.11, 0.11, 0.12, 0.11, 0.12, 0.12, 0.12, 0.12, 0.12, 0.12, 0.12, 0.11, 0.07, 0.04, 0.12, 0.12, 0.06, 0.11, 0.11, 0.07, 0.05, 0.03, 0.09, 0.10]}

{"formula": "C4H8O3", "method": "wB97M-V/def2-TZVPD", "e_homo_ha": -0.369, "orbital_gap_ev": 10.33, "de_lowest_kj_mol": 277.6, "e_lumo_ev": 0.28, "charge": 0, "symbols": ["O", "O", "O", "C", "C", "C", "C", "H", "H", "H", "H", "H", "H", "H", "H"], "xyz": [[-0.375407, -3.998106, -0.796765], [0.857986, 1.883813, -2.367194], [-1.568834, 1.927097, 1.689418], [0.104891, 0.388073, 0.973450], [-0.632231, 1.119071, 2.069358], [0.649824, 0.928233, -1.565912], [0.089462, 1.325869, -0.324878], [-0.549477, -0.464464, 0.783693], [0.505943, -3.604172, -0.651514], [-0.369192, -4.476683, -1.678805], [1.113929, 0.132896, 1.326995], [-0.258007, 1.136664, 3.125783], [-1.005698, 1.490571, -0.478230], [0.604465, 2.283671, -0.145096], [0.832347, -0.072540, -1.960308]], "forces_ev_per_a": [[0.3, -0.5, -1.3], [-0.1, -2.9, 1.6], [3.5, -3.6, 2.5], [0.0, 1.0, -0.5], [-3.1, 4.5, -2.2], [1.1, 2.8, -4.7], [-1.3, -0.3, 3.6], [0.5, -0.5, -0.1], [-0.6, -0.5, -0.4], [0.3, 1.0, 1.7], [-0.4, -0.3, -0.3], [-0.6, -0.3, -0.6], [0.9, 0.3, -0.1], [-0.7, -0.2, 0.4], [0.0, -0.4, 0.4]], "lowdin_charge": [-0.10, 0.00, -0.03, -0.14, -0.18, -0.24, -0.17, 0.12, 0.03, 0.07, 0.11, 0.13, 0.14, 0.14, 0.12]}

{"formula": "C4H40NO15", "method": "wB97M-V/def2-TZVPD", "e_homo_ha": [-0.595, -0.592], "orbital_gap_ev": [10.33, 3.39], "spin_multiplicity": 2, "e_lumo_ev": [-5.86, -12.72], "charge": 2, "symbols": ["O", "O", "O", "O", "O", "O", "O", "O", "O", "O", "O", "O", "O", "O", "O", "N", "C", "C", "C", "C", "H", "H", "H", "H", "H", "H", "H", "H", "H", "H", "H", "H", "H", "H", "H", "H", "H", "H", "H", "H", "H", "H", "H", "H", "H", "H", "H", "H", "H", "H", "H", "H", "H", "H", "H", "H", "H", "H", "H", "H"], "xyz": [[3.125568, -3.053981, -1.123334], [-4.020236, -1.000992, 1.042822], [-0.394300, -1.075315, -4.475219], [5.143014, -0.211674, 0.647911], [1.737716, -1.731421, 1.565908], [-0.334147, 2.202478, -1.907967], [2.646098, 1.358649, 2.137947], [1.602730, 0.159210, 4.483133], [-1.211467, 1.044683, 4.879934], [2.126752, -1.343786, -3.071277], [-0.578603, -3.821667, -3.777527], [2.582467, 4.567003, 1.096059], [-2.249416, 0.608003, -2.977147], [-2.906537, -2.071129, -2.439010], [-4.607852, -0.033164, -1.785506], [-0.082015, 0.349780, 1.178382], [0.357885, 1.454988, -0.998439], [-1.068789, -0.162701, 2.173250], [-0.724411, 1.366556, 0.244372], [-0.860552, 2.666564, 0.971219], [-1.363998, -3.524927, -3.288036], [4.725463, -0.952397, 0.199639], [2.873822, 1.192371, 3.061235], [0.555906, 0.444599, -1.383027], [2.187057, -3.248583, -1.197679], [3.446479, -3.702505, -0.483781], [0.060102, 3.268843, 0.946853], [1.698558, -2.685196, 1.454215], [2.903308, -1.701353, -3.506127], [0.273414, -0.364528, 0.536485], [0.771554, 0.790210, 1.536259], [2.500268, 3.687731, 1.468751], [-1.688180, 0.686883, 2.402432], [1.242971, 1.992238, -0.653887], [0.017514, 3.104533, -2.028735], [-1.297249, 2.704085, 1.963149], [-0.793340, -1.916378, -4.222471], [-4.551531, -0.893968, 0.237620], [1.418901, -1.265883, -3.724812], [-0.840349, -0.591271, -5.171067], [-1.731183, -0.179092, -2.725871], [-1.051813, 1.657482, 5.598045], [-1.432636, 3.325146, 0.297813], [-3.676507, -1.539318, -2.687325], [1.979243, -0.035927, 5.350290], [0.645198, 0.069436, 4.548783], [-3.999404, 0.402671, -2.392418], [-0.593823, -0.610688, 3.030692], [-2.117287, 0.741536, 5.002043], [-1.638040, 0.909505, -0.136828], [-1.474572, 1.009729, -3.401101], [5.999719, -0.459528, 1.000398], [-1.758872, -0.811288, 1.636871], [-2.837481, -1.919533, -1.490286], [0.071262, -4.019484, -3.096807], [-4.711856, -1.104539, 1.707897], [3.311368, 4.504178, 0.468697], [3.464334, 1.076275, 1.694083], [-5.529590, 0.136699, -2.006386], [2.657364, -1.449851, 1.588880]], "forces_ev_per_a": [[0.2, -0.1, 0.6], [-0.4, 0.1, -0.2], [0.9, 1.0, 0.9], [-0.9, 0.6, 0.2], [-0.7, 0.4, -0.2], [0.6, -0.6, -0.3], [0.4, -0.1, -0.6], [0.3, 0.0, -0.2], [0.0, -0.2, -0.4], [-0.5, 0.3, 0.5], [-0.4, 0.6, 0.3], [-0.4, -0.1, -0.5], [1.8, -0.1, 0.3], [0.6, -0.1, 0.0], [-0.2, -0.5, 0.6], [0.1, 0.5, -2.1], [0.0, 1.6, -0.5], [-0.7, 0.2, -0.9], [0.3, -1.2, 2.4], [0.1, 1.9, -2.2], [-0.1, -0.4, 0.0], [0.5, -0.3, -0.1], [-0.6, 0.0, 0.4], [-0.4, -0.2, 0.0], [0.0, 0.1, -0.3], [0.1, -0.1, -0.2], [0.4, -0.5, 0.6], [0.4, 0.0, 0.1], [0.1, -0.1, -0.1], [0.1, -0.8, 0.9], [0.5, -0.1, 1.0], [0.3, -0.3, 0.4], [0.0, 0.2, 0.7], [0.1, -0.2, 0.2], [0.0, 0.4, 0.2], [0.0, -0.5, 0.1], [-0.2, -0.3, -0.7], [0.4, 0.2, -0.2], [0.1, -0.1, -0.4], [-0.4, -0.6, -0.2], [-1.1, -0.8, -0.1], [0.1, 0.2, 0.3], [-0.5, -0.2, 0.4], [-0.1, -0.2, 0.1], [-0.3, 0.0, -0.1], [0.0, 0.2, 0.5], [-0.3, 0.5, -0.2], [0.2, 0.0, -0.1], [0.0, 0.0, 0.2], [0.0, 0.2, -0.4], [-0.8, 0.7, -0.5], [0.1, -0.4, -0.1], [0.3, -0.4, 0.1], [-0.3, -0.2, 0.1], [0.1, -0.1, -0.1], [0.2, -0.1, 0.2], [0.1, 0.1, 0.1], [0.0, 0.1, -0.3], [0.2, 0.2, -0.3], [0.1, -0.3, 0.1]], "lowdin_charge": [-0.06, -0.06, -0.04, -0.04, -0.03, 0.19, -0.06, -0.05, -0.04, -0.06, -0.03, -0.04, -0.05, -0.04, -0.05, 0.04, -0.04, 0.03, -0.18, 0.02, 0.02, 0.03, 0.05, 0.17, 0.02, 0.05, 0.10, 0.06, 0.05, 0.14, 0.12, -0.02, 0.08, 0.16, 0.20, 0.11, 0.01, 0.02, -0.01, 0.07, 0.03, 0.07, 0.12, 0.03, 0.07, 0.00, 0.01, 0.09, 0.07, 0.16, 0.05, 0.06, 0.09, 0.04, 0.05, 0.06, 0.05, 0.04, 0.08, 0.04]}

Asked for max |F| across the records above, the calculation gives 0.116 0.115 0.056 Eh/bohr in order.